DFT (the ωB97M-V functional and the def2-TZVPD basis) results for a 3-piece molecular cluster, C2H4N2O3 overall at a distorted geometry.

- Energy relative to the best compared isomer or geometry (same formula, charge and spin): 175.8 kcal/mol
- LUMO level: 0.027 hartree
- Molar mass: 104.065 g mol⁻¹
- Frontier orbital gap: 10.68 eV

```
! RIJCOSX wB97M-V def2-TZVPD def2/J DEFGRID3
* xyz 0 1
C 2.030 1.168 -0.886
N 1.319 1.240 0.018
O 0.773 1.514 1.037
H 2.458 1.179 -1.824
C -2.150 0.501 -0.611
N -2.365 -0.542 -0.140
O -2.646 -1.528 0.444
H -1.997 1.449 -0.949
O 1.207 -1.445 0.797
H 0.516 -1.947 0.398
H 0.855 -1.589 1.717
*
```

***

DFT (the ωB97M-V functional and the def2-TZVPD basis) results for C37H41AsBr2N4OPdS2 as an isolated structure at a distorted geometry.

- Energy relative to the best compared isomer or geometry (same formula, charge and spin): 28.9 kcal/mol
- LUMO level: -0.268 hartree
- Molar mass: 963.046 g mol⁻¹
- Frontier orbital gap: 5.62 eV

```
! RIJCOSX wB97M-V def2-TZVPD def2/J DEFGRID3
* xyz 2 1
Pd 0.196 -0.199 0.246
Br 6.880 1.532 -0.742
C 5.064 1.039 -0.533
C 4.716 -0.274 -0.230
C 3.374 -0.577 -0.109
N 2.405 0.321 -0.238
C 2.723 1.603 -0.485
C 4.052 1.988 -0.658
C 1.615 2.587 -0.434
C 1.826 3.951 -0.620
C 0.777 4.839 -0.404
Br 1.042 6.700 -0.613
C -0.460 4.339 -0.010
C -0.592 2.968 0.119
N 0.402 2.114 -0.095
H 5.473 -1.030 -0.097
H 3.062 -1.591 0.110
H 4.318 3.010 -0.870
H 2.786 4.338 -0.912
H -1.292 4.999 0.177
H -1.545 2.542 0.415
O -2.170 -0.459 -0.308
S -2.852 0.648 -1.097
C -2.129 0.405 -2.767
C -2.676 1.428 -3.705
C -3.244 1.061 -4.919
C -3.760 2.028 -5.765
C -3.702 3.365 -5.408
C -3.130 3.738 -4.201
C -2.627 2.773 -3.350
C -4.609 0.104 -1.380
C -4.760 -1.260 -1.944
C -5.042 -1.448 -3.294
C -5.179 -2.726 -3.804
C -5.044 -3.824 -2.970
C -4.785 -3.643 -1.622
C -4.636 -2.368 -1.110
H -2.337 -0.617 -3.082
H -1.050 0.531 -2.599
H -3.271 0.020 -5.206
H -4.206 1.735 -6.704
H -4.096 4.119 -6.068
H -3.073 4.779 -3.924
H -2.188 3.053 -2.400
H -5.020 0.879 -2.026
H -5.066 0.176 -0.394
H -5.187 -0.590 -3.935
H -5.405 -2.865 -4.850
H -5.153 -4.818 -3.367
H -4.717 -4.496 -0.966
H -4.450 -2.228 -0.054
N -2.176 -0.734 2.471
C -1.122 -0.170 3.066
N -0.094 0.336 2.425
C 0.862 0.827 3.291
C 2.055 1.464 2.958
C 2.895 1.900 3.964
C 2.565 1.730 5.306
C 1.373 1.126 5.661
C 0.540 0.676 4.654
S -1.022 -0.099 4.813
H -2.279 -0.673 1.455
H -2.917 -1.117 3.032
H 2.319 1.621 1.924
H 3.824 2.382 3.702
H 3.238 2.078 6.073
H 1.102 1.009 6.698
C 2.211 -3.775 -1.670
C 1.668 -3.877 -0.249
As 0.106 -2.699 0.102
C -1.217 -3.364 -1.221
C -1.428 -4.872 -1.234
C -0.490 -3.408 1.858
C -0.033 -4.825 2.188
H 3.138 -4.338 -1.763
H 2.408 -2.739 -1.953
H 1.501 -4.193 -2.381
H 2.448 -3.645 0.483
H 1.349 -4.903 -0.058
H -0.875 -3.018 -2.203
H -2.162 -2.859 -1.012
H -0.490 -5.405 -1.378
H -2.088 -5.152 -2.054
H -1.885 -5.209 -0.306
H -1.581 -3.340 1.884
H -0.101 -2.722 2.618
H -0.325 -5.531 1.414
H -0.490 -5.151 3.120
H 1.048 -4.865 2.318
*
```

***

DFT (the ωB97M-V functional and the def2-TZVPD basis) results for C35H66AsBaBrCl2N5O3PSi4 as an isolated structure at a distorted geometry.

- Energy relative to the best compared isomer or geometry (same formula, charge and spin): 67.3 kcal/mol
- LUMO level: 0.130 hartree
- Molar mass: 1111.323 g mol⁻¹
- Frontier orbital gap: 4.36 eV

```
! RIJCOSX wB97M-V def2-TZVPD def2/J DEFGRID3
* xyz -2 1
Ba -0.985 1.000 -0.394
Br -1.571 8.814 -1.063
C -1.407 6.937 -1.392
C -2.174 6.334 -2.385
C -2.080 4.974 -2.583
C -1.259 4.129 -1.772
O -1.354 2.862 -1.811
C -0.375 4.808 -0.865
C 0.701 4.143 -0.091
N 1.092 2.942 -0.218
C 2.229 2.505 0.529
C 3.222 3.381 0.910
C 4.263 3.050 1.791
C 4.230 1.788 2.358
C 3.294 0.845 1.954
C 3.133 -0.411 2.653
C 2.339 -1.371 2.181
C 1.721 -1.227 0.812
N 1.564 0.162 0.374
C 2.334 1.098 0.901
C -0.507 6.181 -0.668
H -2.838 6.933 -2.998
H -2.662 4.497 -3.362
H 1.201 4.818 0.620
H 3.201 4.379 0.482
H 5.034 3.768 2.037
H 4.948 1.507 3.126
H 3.621 -0.529 3.619
H 2.158 -2.264 2.765
H 0.721 -1.692 0.829
H 0.133 6.661 0.066
Cl -3.762 -2.781 0.001
C 0.516 -5.333 0.077
Si 2.114 -4.594 0.737
C 1.785 -4.524 2.587
C 3.493 -5.861 0.529
Si 2.645 -2.558 -0.329
Si 2.030 -3.032 -2.565
C 0.185 -3.120 -2.825
C 2.741 -4.741 -2.973
C 2.860 -1.955 -3.839
Si 4.966 -2.203 -0.412
C 5.307 -0.514 -1.117
C 5.788 -3.463 -1.547
C 5.861 -2.412 1.222
H 0.279 -6.232 0.657
H 0.557 -5.607 -0.974
H -0.320 -4.636 0.192
H 1.408 -5.511 2.876
H 1.023 -3.786 2.850
H 2.682 -4.306 3.171
H 3.212 -6.809 1.000
H 4.418 -5.506 0.993
H 3.711 -6.052 -0.524
H -0.214 -4.081 -2.495
H -0.022 -2.993 -3.892
H -0.344 -2.323 -2.300
H 2.363 -5.551 -2.354
H 3.830 -4.743 -2.894
H 2.482 -4.967 -4.015
H 2.741 -0.889 -3.653
H 2.420 -2.184 -4.816
H 3.928 -2.184 -3.882
H 4.783 -0.380 -2.068
H 6.383 -0.383 -1.280
H 4.956 0.275 -0.452
H 5.425 -3.390 -2.571
H 5.618 -4.487 -1.202
H 6.868 -3.278 -1.555
H 5.504 -1.706 1.970
H 6.932 -2.245 1.061
H 5.723 -3.423 1.617
C -0.119 0.459 4.215
As -1.337 0.676 2.731
C -2.806 1.535 3.635
C -1.678 -1.179 2.334
O -0.604 1.723 1.646
H -0.593 -0.121 5.009
H 0.159 1.447 4.580
H 0.772 -0.052 3.850
H -3.227 0.851 4.373
H -3.573 1.864 2.941
H -2.362 2.392 4.141
H -2.223 -1.530 3.214
H -0.708 -1.676 2.324
H -2.249 -1.434 1.440
C -3.898 0.118 -2.333
N -4.294 1.316 -1.584
C -4.634 2.472 -2.388
P -4.251 1.300 0.042
O -2.980 0.635 0.525
N -4.338 2.826 0.678
C -5.564 3.609 0.702
C -3.131 3.640 0.916
N -5.662 0.606 0.574
C -6.359 -0.358 -0.299
C -5.646 0.152 1.968
H -4.704 -0.172 -3.015
H -3.721 -0.725 -1.657
H -2.989 0.309 -2.913
H -5.567 2.299 -2.938
H -3.827 2.659 -3.097
H -4.741 3.362 -1.773
H -6.420 2.981 0.466
H -5.516 4.440 -0.011
H -5.703 4.037 1.700
H -2.881 4.267 0.060
H -2.276 3.008 1.174
H -3.313 4.301 1.768
H -6.434 0.049 -1.305
H -7.372 -0.479 0.091
H -5.849 -1.325 -0.329
H -5.519 0.996 2.647
H -4.864 -0.593 2.142
H -6.608 -0.312 2.189
Cl 2.014 1.453 -2.904
C 0.323 0.607 -3.206
H 0.618 -0.274 -3.797
H -0.147 1.287 -3.932
*
```